Record 1
{
  "formula": "C7H3F6OP",
  "method": "wB97M-V/def2-TZVPD",
  "symbols": ["C", "C", "C", "C", "C", "C", "C", "O", "F", "F", "F", "F", "F", "F", "P", "H", "H", "H"],
  "xyz": [[-0.835477, 1.076809, 2.585765], [0.114227, 0.072793, 2.414122], [-1.332532, 1.785745, 1.492428], [0.565757, -0.214753, 1.127504], [-0.862718, 1.478203, 0.216712], [0.079495, 0.494916, 0.058656], [0.644374, -2.060919, -2.255214], [2.227412, 0.171324, -2.612953], [-1.282366, 1.356540, 3.812191], [0.559714, -0.607019, 3.472964], [-2.253510, 2.732230, 1.681890], [1.455425, -1.193728, 0.917184], [-1.340058, 2.125169, -0.854734], [-0.672295, -2.376633, -2.154179], [0.876567, -0.227770, -2.276062], [1.025483, -2.464389, -3.205535], [1.189326, -2.510486, -1.414465], [-0.158822, 0.361969, -3.006272]],
  "forces_ev_per_a": [[0.015, 0.003, -0.172], [0.044, -0.037, -0.247], [0.157, -0.148, -0.100], [-0.353, 0.371, 0.075], [0.071, -0.145, 0.317], [0.931, -1.145, -2.974], [0.480, 0.044, 0.056], [1.057, 0.423, -0.195], [0.072, -0.031, -0.198], [-0.028, 0.075, -0.066], [0.072, -0.052, -0.004], [0.071, -0.106, 0.241], [-0.109, 0.120, 0.122], [-0.864, -0.065, 0.112], [-1.482, 0.209, 3.035], [0.092, 0.261, 0.187], [0.023, 0.290, -0.208], [-0.251, -0.068, 0.020]],
  "mulliken_charge": [0.30, 0.36, 0.43, 0.45, 0.40, -0.75, -0.16, -0.55, -0.28, -0.29, -0.29, -0.29, -0.28, -0.26, 0.52, 0.31, 0.23, 0.14],
  "charge": 0,
  "largest_force_ev_per_a": 3.4,
  "spin_multiplicity": 1,
  "gap_ev": 8.8,
  "relative_energy_kcal_mol": 28.45,
  "lumo_ev": -0.926
}

=====

Record 2
{
  "formula": "C22H14N2NdO4S",
  "method": "wB97M-V/def2-TZVPD",
  "symbols": ["Nd", "C", "C", "C", "C", "C", "C", "C", "C", "C", "C", "C", "C", "C", "C", "C", "N", "H", "H", "H", "H", "H", "H", "H", "H", "H", "H", "O", "O", "S", "O", "N", "C", "O", "C", "C", "C", "C", "C", "C", "H", "H", "H", "H"],
  "xyz": [[-0.255413, 0.690771, -0.727922], [-5.020441, 1.727728, -0.877416], [-5.250532, 1.666601, 0.488755], [-4.226930, 1.388210, 1.359520], [-2.892951, 1.151384, 0.925527], [-2.640703, 1.205738, -0.480105], [-3.728218, 1.497867, -1.313710], [-1.857764, 0.883063, 1.974234], [-2.220090, 0.893592, 3.326401], [-1.339457, 0.677837, 4.351480], [0.030984, 0.405778, 4.045617], [0.995033, 0.154871, 5.023337], [2.309852, -0.114844, 4.695928], [2.674190, -0.137041, 3.355954], [1.740266, 0.109947, 2.365860], [0.403965, 0.390481, 2.675617], [-0.508831, 0.639767, 1.643762], [-5.826594, 1.948859, -1.567278], [-6.244679, 1.841029, 0.886148], [-4.501757, 1.364499, 2.394805], [-3.555960, 1.545463, -2.389066], [-3.233616, 1.083607, 3.608195], [-1.668888, 0.698130, 5.382628], [0.680194, 0.174066, 6.061725], [3.040451, -0.309905, 5.470743], [3.695884, -0.353102, 3.069643], [2.053958, 0.081815, 1.327970], [-0.652368, -1.352131, -0.857696], [5.148934, -2.516705, -2.494123], [4.616462, -1.250185, -2.889933], [5.449279, -0.413423, -3.700536], [4.057894, -0.412894, -1.592583], [2.769576, -0.257245, -1.650642], [2.035131, 0.361785, -0.810787], [2.108895, -0.855789, -2.864353], [0.771125, -0.819142, -3.201658], [0.370930, -1.408125, -4.389042], [1.302324, -2.032940, -5.207888], [2.650838, -2.073493, -4.867930], [3.023133, -1.466708, -3.686790], [0.025442, -0.353445, -2.565634], [-0.674232, -1.401320, -4.667818], [0.966195, -2.497488, -6.125568], [3.378491, -2.556961, -5.505376]],
  "forces_ev_per_a": [[-0.532, -4.491, -0.150], [0.312, -0.112, 0.161], [-0.506, 0.109, -0.030], [0.729, -0.192, 0.049], [-1.054, 0.299, -0.498], [-0.190, 0.570, 0.969], [-0.010, -0.013, -0.342], [2.959, -0.439, -1.233], [0.144, -0.123, 1.440], [0.618, -0.141, -0.961], [-0.805, 0.178, -0.422], [0.644, -0.158, 0.551], [-0.747, 0.135, 0.584], [-0.254, 0.098, -0.893], [0.767, -0.132, -0.194], [-1.151, 0.236, -0.360], [-2.608, 0.666, 2.453], [0.019, 0.001, -0.025], [0.018, -0.010, -0.003], [-0.064, -0.037, 0.341], [0.025, -0.004, 0.041], [-0.277, 0.051, -0.018], [-0.008, 0.013, 0.010], [0.047, -0.015, 0.000], [-0.035, 0.006, 0.003], [-0.030, 0.003, -0.024], [-0.056, -0.011, 0.030], [0.565, 3.999, 0.252], [0.165, -0.495, 0.166], [-0.682, 0.239, 0.164], [0.272, 0.326, -0.322], [0.517, -0.176, -0.006], [-0.854, 0.162, -0.058], [1.413, 0.057, -0.525], [0.013, 0.153, 0.143], [-0.005, 0.516, -0.272], [-0.002, -0.077, -0.039], [0.040, -0.107, -0.077], [0.106, -0.019, -0.049], [0.273, -0.029, 0.171], [0.198, -1.011, -0.970], [-0.014, 0.014, 0.010], [0.032, -0.031, -0.045], [0.006, -0.005, -0.020]],
  "mulliken_spin": [3.05, 0.00, 0.00, 0.00, -0.04, 0.02, 0.00, 0.00, 0.00, 0.00, 0.00, 0.00, 0.00, 0.00, 0.00, 0.00, 0.02, 0.00, 0.00, 0.00, 0.00, 0.00, 0.00, 0.00, 0.00, 0.00, 0.00, -0.06, 0.00, 0.00, 0.00, 0.00, 0.00, 0.00, 0.00, 0.00, 0.00, 0.00, 0.00, 0.00, 0.01, 0.00, 0.00, 0.00],
  "charge": -1,
  "largest_force_ev_per_a": 4.5,
  "spin_multiplicity": 4,
  "gap_ev": [5.9, 6.2],
  "relative_energy_kcal_mol": 8.83,
  "lumo_ev": [1.736, 1.736],
  "s2": 3.757
}

=====

Record 3
{
  "formula": "C20H32ClN3O2S",
  "method": "wB97M-V/def2-TZVPD",
  "symbols": ["C", "C", "C", "C", "C", "C", "N", "C", "O", "C", "C", "C", "C", "C", "C", "C", "Cl", "C", "N", "C", "C", "C", "S", "N", "O", "C", "C", "H", "H", "H", "H", "H", "H", "H", "H", "H", "H", "H", "H", "H", "H", "H", "H", "H", "H", "H", "H", "H", "H", "H", "H", "H", "H", "H", "H", "H", "H", "H", "H"],
  "xyz": [[-1.463044, 2.965533, 3.752569], [-0.215151, 2.694034, 2.922613], [-0.540070, 2.243370, 1.503931], [0.706068, 1.977877, 0.665571], [0.403562, 1.575524, -0.775247], [-0.213110, 0.184864, -0.887329], [-0.476192, -0.188517, -2.267863], [-1.627922, 0.199885, -2.875886], [-2.596277, 0.615372, -2.272403], [-1.567907, 0.123209, -4.409796], [-1.008412, 1.465042, -4.854429], [-1.749716, 2.619115, -4.632638], [-1.250377, 3.866330, -4.988045], [-2.068889, 5.107908, -4.760885], [0.014366, 3.946394, -5.566112], [0.745150, 2.792497, -5.782011], [2.322713, 2.903846, -6.506527], [0.249038, 1.546924, -5.434543], [-2.865642, -0.139838, -5.000961], [-2.770134, -0.088040, -6.459607], [-4.006384, -0.585502, -7.209813], [-3.929022, -2.045704, -7.646495], [-4.096550, -3.268940, -6.370161], [-5.569989, -3.163452, -6.004642], [-3.487149, -4.508553, -6.814047], [-3.045923, -2.669939, -5.040826], [-3.519851, -1.329281, -4.467007], [-1.211462, 3.286290, 4.763955], [-2.072537, 3.747826, 3.295730], [-2.082410, 2.069709, 3.830528], [0.404375, 3.595257, 2.880049], [0.394287, 1.927882, 3.412090], [-1.163866, 1.345222, 1.550988], [-1.148493, 3.008469, 1.009161], [1.324697, 2.879815, 0.660794], [1.309966, 1.197811, 1.143385], [-0.281430, 2.298144, -1.230357], [1.324802, 1.598548, -1.366031], [0.442922, -0.563688, -0.438377], [-1.171286, 0.145678, -0.373684], [0.321082, -0.339528, -2.865722], [-0.829772, -0.653335, -4.686750], [-2.725379, 2.527764, -4.169196], [-1.457694, 6.005982, -4.838734], [-2.868802, 5.181805, -5.500069], [-2.535086, 5.091666, -3.775819], [0.431458, 4.904589, -5.847185], [0.837087, 0.657674, -5.624660], [-2.580336, 0.949582, -6.733527], [-1.894101, -0.658712, -6.821953], [-4.919846, -0.399810, -6.644325], [-4.089220, -0.001604, -8.128251], [-4.734882, -2.303418, -8.333991], [-2.974199, -2.264808, -8.127604], [-5.819430, -3.807621, -5.258834], [-3.113350, -3.473503, -4.304326], [-2.018515, -2.656671, -5.409228], [-3.389819, -1.324358, -3.388290], [-4.595086, -1.251469, -4.632200]],
  "forces_ev_per_a": [[-0.001, 0.002, 0.001], [0.002, -0.005, -0.005], [-0.001, -0.020, 0.005], [-0.022, 0.027, -0.014], [0.025, -0.014, 0.001], [-0.065, 0.026, 0.021], [0.041, 0.043, -0.036], [-0.009, -0.005, -0.022], [-0.005, 0.009, 0.014], [0.005, -0.005, -0.001], [-0.010, -0.001, 0.001], [0.004, -0.001, -0.004], [0.005, -0.003, 0.001], [0.000, 0.003, -0.003], [-0.009, 0.002, 0.000], [0.011, -0.002, -0.001], [-0.004, 0.001, 0.002], [-0.003, 0.004, 0.002], [0.008, -0.004, 0.005], [-0.005, 0.001, -0.005], [0.004, 0.002, -0.007], [0.010, -0.004, 0.002], [-0.021, 0.017, 0.014], [0.034, -0.018, -0.002], [-0.002, -0.001, 0.000], [0.000, -0.008, 0.005], [-0.003, -0.003, -0.011], [0.000, 0.000, 0.000], [0.000, 0.000, 0.000], [0.001, 0.000, 0.000], [-0.001, 0.001, 0.001], [0.001, 0.001, 0.002], [-0.001, 0.002, 0.005], [0.001, -0.001, -0.001], [0.002, -0.001, -0.001], [0.001, 0.002, 0.003], [0.007, -0.006, 0.000], [0.002, -0.004, 0.000], [0.007, -0.004, -0.017], [0.015, -0.014, 0.041], [0.002, -0.035, 0.006], [-0.006, -0.002, -0.003], [0.000, 0.000, 0.000], [0.000, 0.000, 0.003], [0.001, 0.000, 0.000], [0.000, -0.001, 0.000], [0.000, 0.000, 0.000], [0.000, -0.001, 0.000], [0.004, -0.001, -0.007], [0.006, 0.003, 0.009], [0.003, -0.002, 0.004], [-0.012, 0.005, 0.005], [0.005, -0.004, -0.005], [-0.005, 0.003, -0.006], [-0.009, 0.007, -0.003], [-0.011, 0.005, 0.003], [-0.002, 0.007, -0.012], [0.004, -0.001, -0.001], [0.000, 0.000, 0.012]],
  "mulliken_charge": [-1.29, -0.37, -0.42, -0.98, -0.12, -0.97, -0.10, -0.39, -0.67, 0.33, 0.16, -0.05, 0.57, -1.47, -0.61, -0.18, -0.23, -0.82, 0.14, -0.43, -1.18, -0.79, 1.06, -0.74, -0.74, -0.76, -1.27, 0.39, 0.32, 0.32, 0.32, 0.32, 0.27, 0.29, 0.36, 0.32, 0.18, 0.34, 0.36, 0.34, 0.37, 0.43, 0.53, 0.38, 0.30, 0.37, 0.42, 0.48, 0.53, 0.40, 0.43, 0.34, 0.49, 0.37, 0.26, 0.43, 0.37, 0.57, 0.70],
  "charge": 0,
  "largest_force_ev_per_a": 0.1,
  "smiles": "CCCCCCNC(=O)[C@H](c1cc(C)cc(Cl)c1)N1CCC[S@@](=N)(=O)CC1",
  "spin_multiplicity": 1,
  "gap_ev": 9.5,
  "relative_energy_kcal_mol": 0.00,
  "lumo_ev": 0.480
}

=====

Record 4
{
  "formula": "H5NOSSi",
  "method": "wB97M-V/def2-TZVPD",
  "symbols": ["N", "O", "Si", "S", "H", "H", "H", "H", "H"],
  "xyz": [[-1.566704, 0.594304, -0.548444], [-0.199779, -1.710888, 0.083892], [-0.538831, -0.210606, 0.535903], [2.514562, 1.181812, -0.172105], [-1.829565, 1.550393, -0.367453], [-1.495984, 0.414083, -1.539522], [0.669946, -1.958825, -0.224062], [-0.790957, -0.029097, 1.937873], [3.237312, 0.168823, 0.293919]],
  "forces_ev_per_a": [[0.458, -0.316, 0.720], [-0.314, -0.130, 0.114], [1.390, 1.006, -1.656], [-1.906, -0.539, 0.287], [-0.091, 0.061, 0.042], [0.073, -0.057, 0.032], [0.348, 0.018, -0.113], [-0.097, 0.240, 0.405], [0.138, -0.284, 0.169]],
  "mulliken_charge": [-0.39, -0.37, 0.44, -0.58, 0.25, 0.28, 0.36, -0.03, 0.04],
  "charge": 0,
  "largest_force_ev_per_a": 2.4,
  "spin_multiplicity": 1,
  "gap_ev": 7.2,
  "relative_energy_kcal_mol": 58.66,
  "lumo_ev": -0.559
}

=====

Record 5
{
  "formula": "C5H5NO2",
  "method": "wB97M-V/def2-TZVPD",
  "symbols": ["O", "C", "C", "C", "C", "C", "N", "O", "H", "H", "H", "H", "H"],
  "xyz": [[-1.789986, 1.452164, 0.352953], [-0.772586, 0.794403, 0.067906], [-0.034005, 1.310387, -1.053176], [0.970258, 0.246175, -1.254554], [0.868440, -0.765400, -0.341277], [-0.252694, -0.470983, 0.550286], [-0.635303, -0.710594, 1.693257], [-0.566581, -2.224627, 2.114832], [-0.707709, 1.425456, -1.924609], [0.569697, 2.302054, -0.867667], [1.737879, -0.048454, -1.924882], [1.829530, -1.606089, -0.405809], [-1.216938, -1.704492, 2.992742]],
  "forces_ev_per_a": [[1.667, -2.339, 0.750], [-4.159, 4.529, 0.269], [3.091, 1.804, -2.689], [0.179, -3.100, 1.494], [2.828, -1.827, -1.751], [2.231, 0.382, -0.711], [-1.986, -3.990, 2.404], [-2.468, 5.884, 3.818], [0.385, 0.293, 0.475], [-1.611, -1.561, -0.168], [0.612, 1.358, -1.214], [-3.661, 2.139, 0.805], [2.893, -3.571, -3.483]],
  "mulliken_charge": [-0.56, 0.26, -0.05, -0.42, -0.26, 0.39, -0.32, -0.47, 0.22, 0.20, 0.34, 0.22, 0.46],
  "charge": 0,
  "largest_force_ev_per_a": 7.4,
  "smiles": "O=C1CC=C/C1=N\\O",
  "spin_multiplicity": 1,
  "gap_ev": 8.8,
  "relative_energy_kcal_mol": 148.17,
  "lumo_ev": -0.689
}

=====

Record 6
{
  "formula": "C6H7N4O2S",
  "method": "wB97M-V/def2-TZVPD",
  "symbols": ["C", "C", "C", "C", "C", "C", "N", "N", "N", "N", "O", "O", "S", "H", "H", "H", "H", "H", "H", "H"],
  "xyz": [[0.102771, 1.802957, 1.452032], [-0.362607, -1.649799, -0.575927], [-1.302790, 0.617411, 0.472922], [3.704928, -0.547780, -0.009171], [-2.351453, -0.492055, 0.309898], [-0.140488, 0.748418, -0.468868], [-1.080813, 1.263720, 1.620598], [0.504208, -0.752449, -0.509180], [0.727073, 1.521641, 0.307810], [-1.698252, -1.578858, -0.482079], [3.390132, 0.568757, -0.016788], [3.912592, -1.669705, -0.045086], [-0.352366, 1.514260, -2.097938], [0.574810, 2.340833, 2.311050], [0.132274, -2.734504, -0.535002], [-2.529125, -0.715561, 1.343015], [-3.208398, -0.093842, -0.089557], [1.739701, 1.782016, 0.025776], [-2.072351, -2.518408, -0.356055], [0.310158, 0.592944, -2.657450]],
  "forces_ev_per_a": [[3.651, 1.251, 0.487], [0.896, -3.519, 0.984], [-0.115, -0.546, 0.649], [-0.884, 0.393, -0.341], [4.086, 0.497, 0.483], [0.237, -2.478, -0.565], [-2.336, -1.815, -1.856], [0.331, 4.043, -0.287], [1.864, 1.827, 1.864], [-1.482, -0.372, 0.646], [0.328, 0.701, 0.162], [0.603, -1.071, 0.138], [-1.532, 1.160, 1.018], [-0.256, -0.254, -1.177], [-1.375, 2.178, -0.587], [-0.357, -0.875, 0.511], [-2.159, 0.627, -1.453], [-2.302, -0.618, 0.669], [-0.477, 0.592, -0.103], [1.277, -1.721, -1.243]],
  "mulliken_charge": [-0.24, -0.01, 0.34, 0.73, -0.67, 0.48, -0.53, -0.38, 0.06, -0.23, -0.46, -0.31, -0.14, 0.41, 0.30, 0.34, 0.41, 0.42, 0.32, 0.17],
  "charge": 1,
  "largest_force_ev_per_a": 4.1,
  "spin_multiplicity": 1,
  "gap_ev": 8.3,
  "relative_energy_kcal_mol": 0.00,
  "lumo_ev": -5.564
}